{"formula": "C5H7NO2S", "method": "wB97M-V/def2-TZVPD", "e_homo_ev": [-7.139, -7.140], "multiplicity": 1, "gap_ev": [7.8, 7.8], "symbols": ["C", "C", "C", "C", "C", "N", "O", "O", "S", "H", "H", "H", "H", "H", "H", "H"], "xyz": [[-0.44782, 1.93949, -0.03030], [-1.86194, 0.38322, 1.03989], [1.12597, -0.05242, 0.58516], [-2.98733, -0.76871, -0.54616], [3.50082, -0.71577, 0.25255], [-1.41335, 1.35032, 0.46186], [-2.65587, -0.56651, 0.79906], [2.14534, -0.81470, 0.80540], [1.24899, 1.35215, -0.37817], [-0.62879, 2.94228, -0.33750], [-3.61494, -1.68488, -0.65442], [-2.15251, -0.84622, -1.20178], [-3.70583, -0.08306, -0.98709], [3.39449, -1.35154, -0.65990], [4.10775, -1.32090, 0.78881], [3.94500, 0.23726, 0.06259]]}